1.
A structure of composition C20H44ClN6O8PS2Ti, computed with ωB97M-V/def2-TZVPD.

Summary:
ΔE to the lowest compared entry with this formula, charge and spin (eV): 0.000
Max |F| (eV Å⁻¹): 0.202
LUMO (eV): 0.37
HOMO level (eV): -7.42
Net charge: 0

The geometry in XYZ format:
```
83
Properties=species:S:1:pos:R:3:forces:R:3
Ti -0.558 0.581 0.852 -0.18 0.10 0.00
O -1.144 -3.494 0.670 0.01 0.00 -0.01
Cl -0.864 -2.425 1.616 0.04 -0.01 0.03
O 0.110 -2.857 2.604 0.02 -0.01 -0.02
O -1.946 0.469 1.668 0.00 -0.04 0.00
O -0.100 -1.358 0.754 0.03 -0.03 0.01
O -0.135 2.584 0.991 0.03 -0.08 0.00
N 0.323 3.153 2.102 0.00 0.02 -0.03
C 0.222 4.497 2.185 0.00 0.01 0.00
C 0.700 5.175 3.268 0.00 0.00 0.00
C 1.300 4.443 4.300 0.00 -0.01 0.00
C 1.390 3.080 4.197 0.01 0.01 0.00
C 0.891 2.392 3.074 0.02 -0.04 0.02
S 0.976 0.702 2.871 -0.02 0.05 0.02
H -0.255 4.951 1.330 0.00 0.00 0.00
H 0.605 6.249 3.308 0.00 0.00 0.00
H 1.689 4.948 5.174 0.00 0.00 0.00
H 1.843 2.484 4.976 0.00 0.00 0.00
C 2.619 1.154 -0.252 -0.01 0.01 0.04
O 1.365 0.618 -0.672 0.00 -0.01 0.01
C 1.325 0.370 -2.077 0.02 -0.01 -0.02
C 1.170 -1.095 -2.410 0.00 -0.01 -0.01
O -0.202 -1.449 -2.406 0.03 0.04 0.01
C -0.378 -2.839 -2.578 0.03 -0.07 0.00
H 2.774 2.140 -0.702 0.01 -0.01 -0.01
H 2.583 1.249 0.829 0.01 0.01 0.00
H 3.431 0.475 -0.517 0.01 -0.01 -0.02
H 2.250 0.741 -2.523 0.00 -0.02 0.00
H 0.487 0.925 -2.496 -0.02 0.03 0.00
H 1.740 -1.692 -1.690 -0.01 -0.02 0.02
H 1.588 -1.288 -3.409 0.00 0.01 0.01
H 0.104 -3.187 -3.501 -0.02 0.01 0.00
H -1.448 -3.032 -2.637 -0.01 0.01 -0.02
H 0.022 -3.401 -1.730 0.01 0.03 0.02
C -2.836 -0.204 -4.016 -0.02 -0.01 0.01
N -2.594 1.033 -3.288 0.05 -0.02 0.03
C -1.708 1.959 -3.980 0.02 0.00 0.01
P -2.708 1.120 -1.647 -0.04 -0.01 0.03
O -1.376 1.006 -0.951 0.09 0.04 -0.10
N -3.365 2.600 -1.378 -0.03 -0.01 0.01
C -4.206 3.329 -2.309 0.00 0.00 0.00
C -3.388 3.125 -0.016 0.01 0.00 -0.01
N -3.710 -0.059 -1.134 -0.02 0.02 0.03
C -3.218 -1.367 -0.719 0.00 -0.02 -0.01
C -5.151 0.096 -1.093 -0.01 0.00 -0.01
H -1.912 -0.772 -4.151 0.00 0.01 0.00
H -3.260 0.035 -4.995 0.00 0.00 -0.01
H -3.549 -0.824 -3.477 0.00 0.01 0.00
H -0.795 1.454 -4.307 0.01 0.00 0.00
H -1.429 2.782 -3.323 -0.01 0.00 -0.01
H -2.207 2.371 -4.862 0.00 0.00 0.00
H -4.226 2.833 -3.275 -0.01 0.00 0.00
H -3.826 4.346 -2.444 0.00 0.00 0.01
H -5.231 3.403 -1.930 0.00 0.00 0.00
H -2.810 2.493 0.654 0.01 -0.01 0.01
H -4.417 3.172 0.353 0.00 0.00 0.00
H -2.966 4.134 0.002 0.00 0.00 0.00
H -2.145 -1.438 -0.879 0.00 0.00 0.00
H -3.707 -2.155 -1.302 0.00 0.00 0.00
H -3.428 -1.530 0.340 0.00 0.00 0.01
H -5.442 1.098 -1.403 0.00 0.00 0.01
H -5.519 -0.071 -0.077 0.00 -0.01 0.00
H -5.639 -0.624 -1.758 0.00 0.01 0.00
C 5.510 -1.242 2.337 0.02 0.00 0.00
N 4.374 -2.140 2.381 0.00 0.00 -0.01
C 3.471 -1.903 3.505 0.01 -0.02 0.02
C 3.918 -2.715 1.231 0.00 0.06 -0.02
S 4.452 -2.224 -0.291 -0.05 -0.03 0.02
N 3.020 -3.711 1.391 0.00 -0.04 0.01
C 2.236 -4.179 0.266 -0.01 -0.01 0.00
C 3.024 -4.597 2.546 0.02 0.02 -0.05
H 5.917 -1.161 3.346 0.00 0.00 0.00
H 5.224 -0.244 1.987 -0.01 0.00 0.00
H 6.271 -1.630 1.667 0.00 0.00 0.00
H 3.436 -0.831 3.708 0.00 0.01 0.00
H 3.808 -2.419 4.408 0.00 0.00 0.00
H 2.462 -2.224 3.263 -0.01 0.01 -0.02
H 1.868 -3.326 -0.296 0.00 0.00 -0.04
H 1.378 -4.725 0.654 0.00 0.00 0.00
H 2.825 -4.817 -0.400 -0.01 0.00 0.00
H 3.902 -4.411 3.159 -0.01 0.00 0.01
H 3.071 -5.628 2.187 0.00 0.00 0.01
H 2.120 -4.478 3.146 -0.01 0.01 0.01
```
Forces are in eV/Å.

=====

2.
The ion C20H44ClNOP with charge +1, computed with ωB97M-V/def2-TZVPD.

Summary:
Max |F| (eV Å⁻¹): 0.331
LUMO (eV): -2.27
HOMO level (eV): -12.85
Net charge: +1

The geometry in XYZ format:
```
68
Properties=species:S:1:pos:R:3:forces:R:3
C -3.472 -3.091 0.454 -0.12 0.02 0.08
C -3.581 -1.858 -0.441 0.01 -0.05 0.00
C -2.735 -1.958 -1.708 0.01 -0.01 -0.01
C -2.948 -0.793 -2.672 -0.14 -0.05 0.07
C -2.103 -0.889 -3.949 -0.22 0.00 -0.10
C -1.719 0.463 -4.555 0.16 -0.20 -0.11
C -0.693 1.244 -3.731 -0.10 0.17 0.14
C 0.746 0.925 -4.126 -0.07 0.00 -0.32
C 1.832 1.807 -3.499 0.10 -0.06 0.04
C 1.605 2.222 -2.043 0.03 0.05 0.15
C 1.345 1.036 -1.094 -0.04 -0.10 -0.20
C 2.227 1.052 0.148 0.04 -0.06 0.10
C 2.145 -0.291 0.916 -0.03 -0.05 -0.29
P 1.667 -0.058 2.624 -0.01 -0.13 0.03
C 2.846 1.118 3.427 0.06 0.11 0.29
N 2.329 2.220 4.203 -0.14 -0.03 -0.17
C -0.052 0.571 2.741 -0.14 -0.04 0.03
O -0.185 1.935 2.502 0.14 0.08 -0.07
C -0.845 2.323 1.282 -0.01 0.18 -0.05
C -1.513 3.663 1.515 0.11 0.08 -0.08
C 1.686 -1.622 3.567 0.19 -0.11 0.19
C 1.886 -2.922 2.787 0.17 0.18 0.07
C 2.049 -4.110 3.719 -0.24 -0.08 0.06
Cl 0.458 -3.155 1.728 -0.11 0.01 -0.12
H -3.524 -4.009 -0.137 0.01 0.06 0.04
H -2.537 -3.106 1.021 0.04 -0.03 -0.10
H -4.288 -3.125 1.180 0.08 0.02 -0.02
H -4.629 -1.712 -0.725 0.09 0.01 -0.01
H -3.289 -0.964 0.126 -0.08 -0.02 -0.06
H -2.987 -2.895 -2.220 0.07 0.06 0.02
H -1.670 -2.031 -1.443 -0.07 0.01 -0.01
H -2.777 0.155 -2.144 0.11 -0.08 -0.05
H -4.009 -0.783 -2.952 0.08 0.12 0.03
H -1.205 -1.492 -3.763 -0.02 0.11 0.00
H -2.691 -1.425 -4.702 0.18 -0.13 0.10
H -1.283 0.274 -5.544 -0.19 0.13 0.02
H -2.624 1.058 -4.709 0.06 -0.05 0.03
H -0.846 1.008 -2.672 -0.01 0.14 -0.01
H -0.881 2.318 -3.843 0.11 -0.04 0.02
H 0.816 1.054 -5.212 0.07 -0.13 0.09
H 0.946 -0.138 -3.944 -0.01 0.09 0.07
H 2.790 1.276 -3.558 -0.07 0.04 -0.03
H 1.961 2.707 -4.110 -0.08 0.00 0.13
H 2.494 2.764 -1.700 -0.07 -0.03 -0.05
H 0.784 2.944 -1.978 -0.01 -0.09 -0.03
H 0.291 1.022 -0.789 0.21 -0.21 -0.12
H 1.519 0.088 -1.617 0.02 0.10 -0.04
H 1.927 1.878 0.805 0.12 0.10 -0.13
H 3.261 1.239 -0.152 -0.05 0.01 0.12
H 1.385 -0.935 0.466 0.05 -0.03 0.04
H 3.085 -0.850 0.880 -0.04 0.09 0.04
H 3.489 1.502 2.632 -0.05 -0.02 0.05
H 3.477 0.494 4.070 0.02 0.01 -0.10
H 1.622 1.950 4.876 0.13 -0.03 0.07
H 1.920 2.933 3.613 -0.03 -0.03 0.00
H -0.671 -0.041 2.071 0.06 -0.07 0.07
H -0.363 0.345 3.769 -0.04 0.06 -0.05
H -1.575 1.555 1.004 0.02 0.02 0.09
H -0.106 2.402 0.476 -0.21 -0.01 0.20
H -2.317 3.803 0.791 0.02 0.03 0.08
H -1.916 3.716 2.527 -0.12 -0.06 -0.11
H -0.809 4.488 1.390 -0.01 -0.07 0.05
H 2.493 -1.525 4.302 -0.06 -0.05 -0.05
H 0.752 -1.706 4.132 0.05 0.10 -0.04
H 2.763 -2.845 2.142 -0.20 -0.04 -0.13
H 1.383 -4.014 4.580 0.08 -0.03 -0.03
H 1.781 -5.032 3.204 0.18 0.04 0.00
H 3.083 -4.180 4.062 -0.07 0.02 0.06
```
Forces are in eV/Å.

=====

3.
A structure of composition C20H44N3NdOP2 in a non-equilibrium geometry, computed with ωB97M-V/def2-TZVPD.

Summary:
⟨S²⟩: 3.759
Max |F| (eV Å⁻¹): 3.575
LUMO (spin up / spin down) (eV): -6.21 / -6.20
HOMO level (spin up / spin down) (eV): -13.45 / -13.46
Net charge: +2
Multiplicity: 4

The geometry in XYZ format:
```
71
Properties=species:S:1:pos:R:3:forces:R:3
Nd 0.268 -0.133 0.437 -2.52 1.56 -1.99
P -0.114 -1.987 -1.918 0.43 0.17 1.39
P 0.102 2.918 0.300 -0.43 -0.60 -0.99
N 1.295 0.823 -1.665 0.79 -0.33 0.13
C 1.496 -1.565 -2.728 -0.20 -0.33 -0.47
H 2.204 -2.394 -2.530 -0.29 0.44 -0.28
H 1.293 -1.545 -3.812 0.21 -0.06 0.31
C 2.158 -0.230 -2.311 0.13 0.31 -0.12
H 2.958 -0.413 -1.602 0.14 -0.21 0.25
H 2.679 0.179 -3.187 -0.35 0.05 0.09
C 1.814 2.206 -1.858 -0.34 0.44 0.24
H 1.220 2.715 -2.637 0.49 -0.34 0.02
H 2.864 2.111 -2.157 -0.30 0.29 -0.11
C 1.732 3.060 -0.578 0.28 -0.23 1.00
H 1.912 4.128 -0.751 0.24 -0.26 -0.22
H 2.501 2.696 0.125 -0.05 0.23 -0.14
C 0.281 3.430 2.050 0.84 0.77 0.20
C 0.619 2.155 2.869 -0.26 0.57 -0.26
H 1.573 1.691 2.568 -0.15 0.10 0.09
H -0.214 1.434 2.768 0.11 0.11 0.11
H 0.672 2.435 3.925 0.19 -0.26 -0.04
C -0.916 4.129 -0.668 -0.03 -0.68 0.23
C -2.381 3.846 -0.337 -0.39 -0.32 -0.25
H -2.989 4.086 -1.206 -0.22 0.12 0.06
H -2.736 4.440 0.509 0.12 -0.09 -0.14
H -2.554 2.783 -0.110 -0.03 0.29 -0.09
C -1.408 -2.381 -3.157 -0.10 0.05 0.13
C -2.651 -2.934 -2.452 -0.26 0.13 -0.06
H -3.465 -2.929 -3.183 0.04 -0.04 0.17
H -2.961 -2.320 -1.610 -0.08 0.06 0.15
H -2.531 -3.971 -2.108 0.11 0.29 -0.18
C 0.246 -3.453 -0.788 -0.44 0.83 -0.43
C -0.876 -3.509 0.293 0.48 -0.26 -0.19
H -0.471 -4.052 1.159 -0.31 0.05 -0.12
H -1.735 -4.075 -0.112 0.30 0.42 0.44
H -1.237 -2.507 0.638 0.12 -0.65 -0.27
C -2.214 -0.017 0.546 -0.97 -0.35 1.40
C -0.546 5.597 -0.479 -0.12 0.59 -0.58
H 0.264 5.757 0.222 0.17 0.12 0.22
H -0.238 6.031 -1.441 -0.01 -0.04 0.35
H -1.421 6.176 -0.150 0.34 -0.18 0.02
C -1.029 -3.283 -4.324 0.46 0.27 -0.40
H -1.876 -3.925 -4.572 0.17 0.01 -0.10
H -0.794 -2.658 -5.193 -0.01 -0.35 0.03
H -0.160 -3.901 -4.114 0.01 -0.21 -0.06
C 0.434 -4.798 -1.486 0.06 -0.18 0.76
H 0.621 -5.517 -0.676 0.02 -0.16 -0.40
H -0.465 -5.115 -2.018 0.10 0.06 0.01
H 1.292 -4.812 -2.159 -0.09 0.03 0.00
C -0.897 4.200 2.685 -0.22 -0.34 0.04
H -1.846 3.657 2.611 0.15 0.00 -0.10
H -0.706 4.314 3.758 0.09 0.05 -0.17
H -1.050 5.202 2.273 0.16 -0.26 -0.06
H 1.146 4.124 2.043 -0.20 -0.39 0.35
H 1.200 -3.165 -0.300 -0.31 -0.10 -0.20
H -0.708 3.869 -1.727 -0.20 -0.18 0.55
H -1.636 -1.392 -3.573 -0.21 -0.03 0.22
O -3.362 -0.016 0.830 2.24 0.31 -1.39
H 0.351 0.806 -1.991 -0.72 -0.16 -0.88
H -1.653 0.455 -0.704 -0.33 -0.05 0.32
C 2.504 -2.103 4.733 1.02 0.35 -0.03
N 1.338 -2.028 3.834 -0.34 -0.06 0.09
C 0.016 -2.218 4.450 -1.20 0.21 -0.18
C 1.509 -1.671 2.600 1.50 0.18 -0.26
N 1.887 -1.309 1.528 -0.24 -1.35 2.49
H 2.178 -2.490 5.717 0.28 0.21 -0.76
H 2.960 -1.103 4.834 -0.28 -0.39 0.20
H 3.254 -2.749 4.267 -0.12 -0.07 0.35
H -0.565 -1.276 4.427 0.35 -0.38 0.20
H -0.554 -2.953 3.871 0.13 -0.01 0.27
H 0.115 -2.561 5.503 0.08 0.25 -0.95
```
Forces are in eV/Å.